The following is a quantum chemistry calculation of C4H10OSi in the gas phase at a distorted geometry, from OMol25.

XYZ file:
```
16
C4H10OSi (the ωB97M-V functional and the def2-TZVPD basis)
C -2.36630 0.63090 -1.45822
C -1.14225 0.08222 -1.31224
Si 0.08913 0.12476 0.43579
C 1.33422 1.41332 -0.28129
C 0.91420 -1.58748 0.88187
O -0.55050 0.76123 1.73073
H -2.90287 0.43200 -2.38874
H -2.80839 1.40772 -0.77071
H -0.68684 -0.49502 -2.12859
H 1.90607 0.90826 -1.02038
H 0.72743 2.22059 -0.85430
H 2.04438 1.84761 0.38734
H 1.87392 -1.62937 0.32781
H 0.93241 -1.61531 2.01017
H 0.51588 -2.51883 0.49761
H -0.80397 0.26330 2.49084
```

The SMILES is C=C[Si](C)(C)O. For the HOMO-LUMO gap, the calculation gives 9.792 eV. The spin multiplicity is 1. The calculation puts the energy relative to the best compared isomer or geometry (same formula, charge and spin) at 0.354 eV. The max |F| comes out at 4.9 eV/Å.

The following is a quantum chemistry calculation of a molecular structure, C4H10OSi at a distorted geometry, from OMol25.

XYZ file:
```
16
C4H10OSi (the ωB97M-V functional and the def2-TZVPD basis)
C 2.79634 -0.49410 0.21456
C 1.67292 -1.12639 -0.09603
C -0.77445 1.76527 -0.65852
C -1.56953 -0.84947 1.19678
O -1.06394 -1.03106 -1.60084
Si -0.57913 -0.19166 -0.23207
H 3.81593 -0.80166 0.24955
H 2.82197 0.55010 0.48155
H 1.53647 -2.21031 -0.12728
H 0.17645 2.28240 -0.81383
H -1.35986 2.05915 -1.53526
H -1.25715 2.28790 0.27107
H -2.75048 -0.94835 1.24274
H -1.05757 -1.81017 1.34843
H -1.34264 -0.27576 2.15602
H -0.55287 -0.97637 -2.38843
```

For the HOMO-LUMO gap, the calculation gives 9.714 eV. The spin multiplicity is 1. The calculation puts the energy relative to the best compared isomer or geometry (same formula, charge and spin) at 1.510 eV. The max |F| comes out at 3.2 eV/Å.

The following is a quantum chemistry calculation of 2 unconnected molecules or ions with the total composition C4H10OSi at a distorted geometry, from OMol25.

XYZ file:
```
16
C4H10OSi (the ωB97M-V functional and the def2-TZVPD basis)
C 2.14373 -0.94661 0.39535
C 2.79298 0.39415 0.15738
C -2.81542 -0.99472 -0.45223
C -1.02788 1.24035 0.05715
O 1.57570 -1.59964 -0.42473
Si -1.30435 -0.54277 0.78708
H 2.08909 -1.38445 1.38268
H 2.03179 1.11277 0.00591
H 3.41667 0.32532 -0.84785
H 3.34186 0.61856 0.96599
H -2.82242 -0.30293 -1.35665
H -2.58441 -1.91290 -0.81266
H -3.78849 -0.87221 -0.00991
H 0.03980 1.52823 0.15471
H -1.61217 1.42985 -0.79968
H -1.47645 1.90701 0.79746
```

For the HOMO-LUMO gap (spin up / spin down), the calculation gives 7.092 / 8.049 eV. The spin multiplicity is 3. The calculation puts the energy relative to the best compared isomer or geometry (same formula, charge and spin) at 1.784 eV. The max |F| comes out at 5.0 eV/Å.

The following is a quantum chemistry calculation of 2 unconnected molecules or ions with the total composition C4H10OSi2 at a distorted geometry, from OMol25.

XYZ file:
```
17
C4H10OSi2 (the ωB97M-V functional and the def2-TZVPD basis)
C 3.33104 1.12177 0.03600
C 0.34654 -2.44832 0.21320
C 2.05262 1.04774 -0.30880
C 0.24789 -1.19337 -0.20255
O -1.84313 1.47370 -0.07710
Si -3.00683 0.38353 0.27634
Si 0.71724 0.32523 0.83600
H 4.08865 1.56183 -0.59513
H 3.68392 0.71179 0.96931
H 0.01280 -3.28916 -0.37516
H 0.79557 -2.69397 1.16322
H 1.75347 1.49185 -1.25494
H -0.22634 -1.01191 -1.16419
H -2.01635 2.22024 -0.64390
H -2.46010 -0.27777 1.44594
H -4.26224 1.08737 0.54320
H -3.21473 -0.51055 -0.86145
```

For the HOMO-LUMO gap, the calculation gives 7.651 eV. The spin multiplicity is 1. The calculation puts the energy relative to the best compared isomer or geometry (same formula, charge and spin) at 2.164 eV. The max |F| comes out at 1.1 eV/Å.

The following is a quantum chemistry calculation of C4H10P2 in the gas phase at a distorted geometry, from OMol25.

XYZ file:
```
16
C4H10P2 (the ωB97M-V functional and the def2-TZVPD basis)
C -0.06157 0.34404 -1.03635
C 1.44702 1.25002 0.90689
C -2.70993 -0.21673 -0.42785
C 1.95083 -1.47164 0.51190
P -1.04235 -0.29542 0.39118
P 1.75302 0.18670 -0.38574
H -0.35611 -0.12989 -1.96484
H -0.25437 1.37564 -1.12161
H 1.35608 2.28632 0.60510
H 2.00676 1.43910 1.81986
H -3.18389 0.68342 0.04930
H -3.30999 -1.01283 -0.08768
H -2.45160 -0.26339 -1.46870
H 1.05213 -1.90836 0.07074
H 2.01577 -1.62342 1.56617
H 2.67747 -2.03918 -0.02313
```

For the HOMO-LUMO gap (spin up / spin down), the calculation gives 7.315 / 7.071 eV. The spin multiplicity is 1. The calculation puts the energy relative to the best compared isomer or geometry (same formula, charge and spin) at 2.144 eV. The max |F| comes out at 2.9 eV/Å.

The following is a quantum chemistry calculation of C4H10S in the gas phase at a distorted geometry, from OMol25.

XYZ file:
```
15
C4H10S (the ωB97M-V functional and the def2-TZVPD basis)
C 0.09904 -2.58824 0.45176
C 0.78550 -1.35783 -0.01437
S -0.53028 -0.18870 -0.53319
C 0.36327 1.31796 0.22226
C 0.23553 1.26508 1.73339
H -0.64597 -2.74113 -0.26043
H -0.29674 -2.74239 1.45575
H 0.81620 -3.30337 0.28561
H 1.35862 -1.55486 -0.95028
H 1.42369 -0.89951 0.73150
H 1.46218 1.08805 -0.00443
H 0.12607 2.27779 -0.17266
H 0.73137 2.14908 2.19144
H -0.85290 1.16961 1.99350
H 0.87519 0.44866 2.14280
```

The SMILES is CCSCC. For the HOMO-LUMO gap, the calculation gives 9.538 eV. The spin multiplicity is 1. The calculation puts the energy relative to the best compared isomer or geometry (same formula, charge and spin) at 0.865 eV. The max |F| comes out at 2.9 eV/Å.

The following is a quantum chemistry calculation of 2 unconnected molecules or ions with the total composition C4H10S at a distorted geometry, from OMol25.

XYZ file:
```
15
C4H10S (the ωB97M-V functional and the def2-TZVPD basis)
C -1.60368 0.66805 -0.53416
C -1.40528 0.14605 0.98431
C -1.44547 -0.97817 0.15685
S 1.36909 0.39629 -0.44655
C 3.08705 -0.14700 -0.12435
H -1.03335 1.60261 -0.53248
H -1.18540 0.20871 -1.44907
H -2.66894 0.87215 -0.61405
H -2.23150 0.44640 1.62649
H -0.41887 0.40472 1.35345
H -0.44854 -1.39510 -0.00171
H -2.33771 -1.48163 -0.18085
H 3.29456 -0.92246 -0.84975
H 3.82116 0.63930 -0.28982
H 3.20688 -0.45992 0.90169
```

For the HOMO-LUMO gap, the calculation gives 5.816 eV. The spin multiplicity is 1. The calculation puts the energy relative to the best compared isomer or geometry (same formula, charge and spin) at 4.548 eV. The max |F| comes out at 1.3 eV/Å.

The following is a quantum chemistry calculation of C4H10S in the gas phase at a distorted geometry, from OMol25.

XYZ file:
```
15
C4H10S (the ωB97M-V functional and the def2-TZVPD basis)
C 2.27287 -0.05288 -0.84048
C 0.76099 -0.16649 -1.09646
C -0.21855 0.60751 -0.20503
S -0.39287 -0.20584 1.44459
C -2.22004 -0.33671 1.73939
H 2.46893 1.01266 -0.50859
H 2.87235 -0.29521 -1.71840
H 2.51441 -0.73068 -0.02523
H 0.57369 0.20016 -2.17174
H 0.43340 -1.19003 -1.14976
H -0.02793 1.72889 -0.15538
H -1.32185 0.46433 -0.52457
H -2.47024 -1.25686 2.25467
H -2.67604 -0.47074 0.72173
H -2.56913 0.69190 2.23525
```

The SMILES is CCCSC. For the HOMO-LUMO gap, the calculation gives 9.556 eV. The spin multiplicity is 1. The calculation puts the energy relative to the best compared isomer or geometry (same formula, charge and spin) at 0.765 eV. The max |F| comes out at 2.9 eV/Å.

The following is a quantum chemistry calculation of C4H10S in the gas phase at a distorted geometry, from OMol25.

XYZ file:
```
15
C4H10S (the ωB97M-V functional and the def2-TZVPD basis)
C -0.99031 -1.63712 -0.72585
C -0.84840 -0.43525 0.17739
C 0.21558 0.53336 -0.36446
C 0.89188 1.58756 0.49323
S 1.57934 0.94648 2.09740
H -1.73028 -2.27746 -0.23102
H -0.09987 -2.24784 -0.89529
H -1.49649 -1.48758 -1.69230
H -1.84328 0.03076 0.09285
H -0.75648 -0.54688 1.26222
H 1.00733 -0.07873 -0.83507
H -0.21513 1.09282 -1.21767
H 1.66755 1.96839 -0.16250
H 0.30827 2.48544 0.71271
H 2.31028 0.06606 1.28835
```

The SMILES is CCCCS. For the HOMO-LUMO gap, the calculation gives 10.029 eV. The spin multiplicity is 1. The calculation puts the energy relative to the best compared isomer or geometry (same formula, charge and spin) at 0.532 eV. The max |F| comes out at 2.3 eV/Å.

The following is a quantum chemistry calculation of 2 unconnected molecules or ions with the total composition C4H10S2 at a distorted geometry, from OMol25.

XYZ file:
```
16
C4H10S2 (the ωB97M-V functional and the def2-TZVPD basis)
C -0.81484 -0.97379 -2.31075
S 0.48704 -0.13736 -1.46437
S 0.56294 -1.60176 0.22882
H -1.34982 -1.75736 -1.77824
H -0.50844 -1.49110 -3.25051
H -1.58575 -0.31627 -2.72863
H 1.72114 -2.23906 0.11848
C 0.79127 1.76416 1.47419
C -0.51270 1.59692 2.25835
C -1.67740 1.43683 1.61224
H 1.49635 1.25752 2.15969
H 0.69038 1.34859 0.46935
H 1.13783 2.79355 1.54899
H -0.38837 1.38358 3.31672
H -2.59637 1.23331 2.13685
H -1.59633 1.68620 0.56754
```

The charge is -1. For the HOMO-LUMO gap (spin up / spin down), the calculation gives 4.298 / 7.260 eV. The spin multiplicity is 2. The calculation puts the energy relative to the best compared isomer or geometry (same formula, charge and spin) at 1.290 eV. The max |F| comes out at 3.0 eV/Å.

The following is a quantum chemistry calculation of 2 unconnected molecules or ions with the total composition C4H10S2 at a distorted geometry, from OMol25.

XYZ file:
```
16
C4H10S2 (the ωB97M-V functional and the def2-TZVPD basis)
C -2.59253 1.51816 -1.62895
C -2.76040 1.16484 -0.18404
C -1.69337 1.19892 0.65209
C -1.45519 0.78792 2.08084
H -3.01002 0.76639 -2.30893
H -3.09814 2.48101 -1.84750
H -1.51361 1.64916 -1.84527
H -3.74784 0.82093 0.19997
H -0.74613 1.59059 0.23020
H -2.29939 0.36106 2.65533
H -1.06643 1.65560 2.61950
H -0.61991 0.05518 2.07632
S 1.29064 -1.91513 -0.28397
S 2.72822 -0.36123 -0.08007
H 0.16753 -1.11333 -0.15579
H 2.64124 0.13605 -1.31879
```

The SMILES is C/C=C/C.SS. For the HOMO-LUMO gap, the calculation gives 9.310 eV. The spin multiplicity is 1. The calculation puts the energy relative to the best compared isomer or geometry (same formula, charge and spin) at 1.249 eV. The max |F| comes out at 1.9 eV/Å.

The following is a quantum chemistry calculation of 2 unconnected molecules or ions with the total composition C4H10S2 at a distorted geometry, from OMol25.

XYZ file:
```
16
C4H10S2 (the ωB97M-V functional and the def2-TZVPD basis)
C -1.61644 1.40984 -0.65371
C -2.00073 0.38774 0.36686
S -2.37696 -1.15383 0.07746
H -0.62105 1.80853 -0.42037
H -2.31217 2.25437 -0.60766
H -1.61614 0.98860 -1.66171
H -2.01710 0.75589 1.39827
C 0.89974 -1.87725 -0.37406
S 0.72454 -0.09558 -0.59996
C 1.86608 0.46686 0.67925
H 1.93125 -2.20087 -0.55332
H 0.59234 -2.18009 0.63175
H 0.24789 -2.36863 -1.10225
H 1.54721 0.13189 1.67057
H 2.88347 0.11328 0.48545
H 1.86807 1.55925 0.66343
```

The SMILES is CC=S.CSC. For the HOMO-LUMO gap, the calculation gives 8.423 eV. The spin multiplicity is 1. The calculation puts the energy relative to the best compared isomer or geometry (same formula, charge and spin) at 1.673 eV. The max |F| comes out at 1.7 eV/Å.

The following is a quantum chemistry calculation of C4H10S2Si in the gas phase at a distorted geometry, from OMol25.

XYZ file:
```
17
C4H10S2Si (the ωB97M-V functional and the def2-TZVPD basis)
C -1.37134 1.79871 0.10063
Si -0.37433 0.23032 0.20745
C 0.02639 -0.59363 -1.62392
C -1.14448 -1.00623 1.34786
S 1.59788 1.04572 0.67971
C 3.02218 -0.31373 0.12078
S 4.45933 0.19618 -0.35708
H -0.73766 2.65541 0.33832
H -1.87130 1.89432 -0.88893
H -2.28630 1.58899 0.83918
H 0.18660 -1.68341 -1.47980
H -0.77243 -0.66991 -2.28419
H 0.89708 -0.22744 -2.18050
H -2.23649 -1.02702 1.25485
H -0.81529 -2.02299 1.26479
H -1.07404 -0.62839 2.40387
H 2.49419 -1.23688 0.25699
```

The SMILES is C[Si](C)(C)SC=S. For the HOMO-LUMO gap, the calculation gives 8.353 eV. The spin multiplicity is 1. The calculation puts the energy relative to the best compared isomer or geometry (same formula, charge and spin) at 1.022 eV. The max |F| comes out at 3.5 eV/Å.

The following is a quantum chemistry calculation of a molecular structure, C4H11AgN6O16 at a distorted geometry, from OMol25.

XYZ file:
```
38
C4H11AgN6O16 (the ωB97M-V functional and the def2-TZVPD basis)
Ag 6.15937 1.20557 -20.87142
N 1.14103 0.13140 -19.55891
O 0.57573 0.19929 -18.49055
O 2.18156 0.69085 -19.87670
O 0.62715 -0.60259 -20.40605
N 7.75385 3.15964 -16.62721
O 8.74218 2.58385 -16.22993
O 7.01205 2.47966 -17.35164
O 7.56957 4.30779 -16.32218
N 5.69610 6.57401 -20.99840
O 6.09944 7.07472 -22.01678
O 5.71565 7.24815 -19.92724
O 5.47083 5.34239 -20.92761
N 10.42940 4.07667 -21.51166
O 10.17795 4.98566 -22.28860
O 9.70300 3.14526 -21.30191
O 11.52155 4.08500 -21.00014
N 5.96835 2.85529 -25.62666
O 6.72347 3.80698 -25.95152
O 5.18729 2.50165 -26.54145
O 5.98533 2.26245 -24.55510
C 4.70027 -4.29864 -20.70483
C 5.63912 -3.02232 -20.75563
C 7.17468 -3.25460 -20.62771
O 7.65286 -1.89938 -20.62293
C 8.95584 -1.81550 -20.02825
N 5.24203 -2.08337 -21.76140
H 5.04826 -4.99636 -21.46653
H 3.67980 -3.98067 -20.91847
H 4.66044 -4.69329 -19.68957
H 5.45520 -2.59202 -19.77119
H 7.71994 -3.80750 -21.39263
H 7.47433 -3.84393 -19.76110
H 8.94924 -1.89619 -18.94126
H 9.61521 -0.97990 -20.26299
H 9.47673 -2.71768 -20.34895
H 4.25663 -1.88132 -21.67054
H 5.36984 -2.46420 -22.68808
```

The charge is -3. For the HOMO-LUMO gap (spin up / spin down), the calculation gives 5.219 / 2.602 eV. The spin multiplicity is 2. The calculation puts the energy relative to the best compared isomer or geometry (same formula, charge and spin) at 0.557 eV. The max |F| comes out at 3.7 eV/Å.